The following is a DFT calculation (ωB97M-V/def2-TZVPD) of a molecular structure, C24H32Br2InN6.

Properties
Molar mass in g mol⁻¹: 679.188
Calculated total energy in Ha: -6600.52742
Charge: -1

CARTESIAN COORDINATES (ANGSTROEM)
Br -8.03811 -1.86078 -1.40486
N -2.71782 -4.81249 -0.98882
C 3.97630 0.62486 1.66721
C -1.37388 -4.75576 -0.78495
C 8.19155 -0.03523 2.87865
H -6.17696 0.75157 0.13037
C -1.51500 3.21904 0.42988
H -0.90037 -3.83517 -0.49370
H 7.92363 -0.44158 3.83727
C 7.90480 0.46722 0.71819
H 5.55264 4.49624 -1.59336
C 9.13522 0.93953 1.08532
H -4.10226 -6.31776 -1.56150
H 7.00662 3.31607 0.35604
H -0.26300 0.88804 -1.55753
H -3.34808 -4.02952 -0.88310
C 2.46119 -0.81500 0.83740
C -11.46680 -1.72077 -0.06112
C -2.41809 2.18847 0.48524
C 3.74402 -0.73515 1.31112
H 9.82388 1.45851 0.44168
H 7.13025 5.92703 -2.90754
H -14.38825 -2.40316 1.30514
H 4.42884 -1.56423 1.39106
H 0.40411 3.37995 -0.72075
N -1.96155 1.18516 -0.31134
H -11.83212 -3.33822 1.34961
C -1.94220 -6.84527 -1.38264
H 7.38331 0.50269 -0.22153
H -12.02346 -0.07143 -1.23610
C 7.36058 4.00228 -0.39314
C 2.82429 1.31428 1.39804
H 0.98255 0.67390 0.60281
H 4.87634 1.05159 2.07569
C -3.07597 -6.07434 -1.35248
H 9.54755 4.21030 0.04091
C -13.54586 -2.01635 0.75752
In -6.06701 -0.15954 -1.35737
H 9.49416 5.88144 -2.08630
C -0.46914 2.81354 -0.44406
N 7.42112 5.38167 -2.11876
H 6.43219 -0.54587 1.82897
C -0.78036 1.55102 -0.88524
H -14.37763 -0.30231 -0.39901
C -12.20761 -2.50574 0.78063
C 6.60058 4.58322 -1.36920
H -1.89715 -7.89031 -1.63682
H 1.89526 -1.65166 0.46883
Br -3.91442 -1.64129 -1.34325
C -13.57300 -0.94927 -0.09834
H -10.42380 -1.73815 -0.33964
H -3.34506 2.08656 1.02110
H 2.57569 2.35292 1.52110
N 1.91713 0.43230 0.89403
H -2.42957 0.30269 -0.45730
N 7.34095 -0.12036 1.81313
N -12.30568 -0.78127 -0.58644
C 8.69795 5.31992 -1.63162
C -0.85516 -6.00315 -1.01992
H 0.18256 -6.27907 -0.94274
H -6.07131 0.84819 -2.77737
H -1.59717 4.15659 0.95156
C 8.69353 4.47043 -0.55969
H 10.17633 0.84461 3.06920
C 9.31871 0.61837 2.45981



The following is a DFT calculation (ωB97M-V/def2-TZVPD) of a molecular structure, C22H23ClN2OPV in a non-equilibrium geometry.

Properties
Molar mass in g mol⁻¹: 448.810
<S²>: 2.06
Calculated total energy in Ha: -2781.63751
Charge: +2
Multiplicity: 3

CARTESIAN COORDINATES (ANGSTROEM)
H 0.94902 0.09977 -3.12346
C -2.32892 -0.15236 -2.22684
C -2.12382 0.58882 -4.51958
C 3.85954 -1.77684 -1.00020
C -2.91966 0.24911 -3.42641
H 2.60740 -3.61751 -3.57236
C 2.68356 -1.17150 -0.56507
H 1.39835 0.07531 1.56001
C -0.97586 -3.39593 -0.58704
C -1.75952 -4.44991 -0.11443
C 1.45023 -2.33798 -2.28835
H 0.51505 -2.54935 -2.79760
C 3.83630 -2.66037 -2.08033
H -1.98380 -0.96888 1.57113
Cl 1.79909 2.11327 -0.60679
N 0.45050 2.45803 2.31613
C -0.93511 -0.20674 -2.11762
H -2.95132 -0.41958 -1.37851
C -1.05692 -2.13415 0.01339
C 0.02924 4.39712 5.38986
H -1.05146 4.44429 5.13911
H -2.58577 0.90171 -5.45189
H 4.79859 -1.54501 -0.50561
C 0.61722 3.36774 3.17331
H -0.29734 -3.55554 -1.41890
C 1.77918 5.47182 3.90908
H 1.82736 6.20672 4.74005
C -2.72332 -2.99155 1.55166
H 0.27215 5.25161 6.05618
H 4.75657 -3.12323 -2.42554
O -2.25296 2.63079 0.00798
N 0.81157 4.42822 4.17256
H -1.68250 -5.42769 -0.58149
C -2.63611 -4.24958 0.95091
H 2.69585 -0.46321 0.25624
V 0.18607 1.01519 0.95661
H 2.78617 5.02185 3.78018
C -1.37669 1.99811 0.41307
C -1.93279 -1.94193 1.09161
H -0.66649 0.19469 2.02323
H -3.24547 -5.07102 1.31717
H 1.50069 6.01160 2.97951
C -0.73172 0.53098 -4.41312
C 1.46910 -1.45481 -1.20052
C -0.13496 0.14015 -3.21806
H -3.40062 -2.83100 2.38567
H -4.00242 0.29528 -3.50358
C 2.63052 -2.93812 -2.72483
H 0.23400 3.45455 5.93992
P -0.07943 -0.71080 -0.58472
H -0.10834 0.79786 -5.26173



The following is a DFT calculation (ωB97M-V/def2-TZVPD) of C15H19NO4S in the gas phase.

Properties
Molar mass in g mol⁻¹: 309.387
Energy relative to the best compared isomer or geometry (same formula, charge and spin) in eV: 1.3893
SMILES string: CCCC(=O)N(c1ccc(OC)cc1)[C@H]1C=CS(=O)(=O)C1

CARTESIAN COORDINATES (ANGSTROEM)
H -2.15115 -4.17079 0.60523
H -1.73878 2.17973 -0.87287
S 0.30616 -3.81756 0.12551
H 3.14749 5.27935 0.41657
H -0.71319 1.80711 -2.25667
H -2.14881 3.20211 -3.82649
C 1.28305 1.62823 -0.27511
C 0.57758 2.73488 2.15799
H 0.16408 -1.11029 1.48670
C 1.66638 3.25548 1.45265
H 2.85363 3.06048 -0.33643
H -2.67203 0.78718 -3.42976
H -3.88694 2.91303 -3.89315
H 0.50095 -2.01227 -1.40468
C -1.60397 1.48964 -1.70877
C 2.01405 2.68962 0.22922
H -0.98832 1.28443 2.19822
C -0.25831 -1.28809 0.48934
N -0.54301 0.02037 -0.08701
O 2.30832 4.29413 2.04083
C 0.19558 1.12283 0.42093
H -3.17017 3.64823 -2.45896
C -1.36338 0.09246 -1.17300
C 0.72215 -2.10338 -0.34527
O 0.45064 -4.72660 -0.97402
C -0.14757 1.68084 1.64911
H 1.76461 -1.89477 -0.13322
C -1.39758 -3.41770 0.50315
O -1.87665 -0.90458 -1.63837
C -2.81483 1.52403 -2.63840
H 0.32317 3.18023 3.10626
C -3.01732 2.90721 -3.24117
H 3.76449 5.66325 2.04179
H -3.70365 1.23041 -2.07732
O 0.98948 -4.15070 1.34754
H -2.42293 -1.60084 0.91187
H 1.56411 1.18536 -1.21900
H 4.22642 4.13123 1.26169
C 3.42155 4.86147 1.39026
C -1.51105 -2.11498 0.65096



The following is a DFT calculation (ωB97M-V/def2-TZVPD) of 10 unconnected molecules or ions with the total composition C30H80NO10 in a non-equilibrium geometry.

Properties
Molar mass in g mol⁻¹: 614.967
Energy relative to the best compared isomer or geometry (same formula, charge and spin) in eV: 2.4725
Charge: +1

CARTESIAN COORDINATES (ANGSTROEM)
C 40.97100 13.83700 19.23200
H 46.56100 17.19900 9.30700
O 40.23700 22.53100 14.21100
H 41.86000 20.74800 21.09000
H 47.64700 15.11600 12.15500
H 43.88700 19.32800 12.97100
C 40.05000 15.94800 20.55100
H 37.39100 14.40600 13.04700
C 41.86500 18.98300 19.93400
C 45.30400 20.10300 16.69700
C 45.98800 18.98000 15.84200
H 40.27300 18.82500 14.37800
C 37.66900 14.00200 14.12300
H 37.86700 20.31600 13.26100
H 39.26000 16.08800 21.30800
H 39.97000 20.79600 19.21200
H 42.66600 21.56900 13.92200
H 41.25000 19.92100 12.29900
O 43.25300 18.70400 13.14100
O 46.16000 17.28300 10.16800
C 41.36100 23.19200 14.51100
H 39.64000 13.90200 16.12000
H 46.90600 19.22300 15.53700
C 47.57700 15.89000 11.50000
C 46.33700 16.09800 10.73600
H 43.21900 23.23000 13.90000
H 44.37400 17.03800 18.84300
H 41.22100 20.90700 18.07900
N 42.76700 17.53700 15.58300
C 35.39400 18.83600 13.93100
H 42.07400 25.18800 14.72400
H 37.46500 20.83900 16.07200
H 39.95900 16.52900 19.67700
C 38.84800 14.40900 16.40200
C 36.38500 19.99900 14.38200
O 44.02800 19.50300 16.85100
C 45.73800 15.23700 18.61600
O 37.60900 19.63500 13.76100
C 43.20400 16.18900 15.86100
H 43.37400 18.03500 16.07500
H 40.90500 16.10000 20.83300
H 40.86000 17.66900 12.37800
H 45.30100 16.21600 12.80900
H 38.52700 16.32100 13.96000
O 39.04600 15.77400 14.68100
O 39.77200 13.55700 21.30400
H 43.73800 20.13500 17.61300
C 45.33700 16.61300 19.01300
H 38.25000 13.59400 16.91900
H 43.88000 14.29500 19.04000
H 48.32500 15.68200 10.63200
H 38.94100 14.37700 19.65900
H 38.98300 15.25500 16.96700
H 41.69600 23.16100 15.52800
C 40.91500 21.14600 19.09800
H 34.43100 19.01700 14.19400
C 41.96500 20.52400 20.03800
H 40.42100 12.74400 18.93500
H 42.43900 18.39000 20.71300
O 43.23000 20.89500 19.72800
H 42.34900 16.53800 12.45100
C 42.67400 18.51800 11.81000
H 45.80200 16.57100 20.13900
H 46.32300 21.81800 15.86100
C 44.89800 14.19200 19.40200
H 46.92100 15.01800 18.83500
C 40.63000 19.13300 15.30100
O 45.55300 14.98300 17.24600
H 41.17600 17.09000 10.90700
H 37.28400 15.70200 15.52300
O 40.74300 17.29600 17.06500
H 46.27000 15.22300 10.11600
C 41.75400 17.30900 11.83800
H 46.03200 18.20000 16.40600
H 45.13000 14.89300 11.96300
H 43.76800 15.77700 15.26800
H 39.84500 22.44000 15.10400
H 40.93900 18.56300 20.06900
C 41.89200 19.81700 11.39800
H 35.69300 17.99500 14.49100
H 42.49500 15.63000 15.61800
H 44.57800 22.12100 16.53200
H 42.03700 13.88300 19.61700
H 42.53600 20.72700 11.27400
H 43.71800 20.65600 20.59200
C 39.90800 14.43700 20.17900
C 41.31500 17.85000 16.05200
H 47.80600 16.65400 12.17200
H 35.65900 20.30400 16.11800
H 41.10200 24.83700 13.28300
C 45.17500 21.47600 15.89600
H 45.02100 12.97100 19.12400
H 42.11100 18.63300 18.96600
C 36.51100 20.10500 15.82700
H 44.20200 15.79100 10.96900
H 42.39500 22.83100 12.45000
H 41.29000 19.54100 10.46200
H 43.37300 15.95100 17.01200
H 36.90800 13.34400 14.31800
H 46.23800 17.19300 18.63900
H 44.90400 14.38700 20.41000
C 45.10700 15.84300 11.59600
H 35.37000 18.64000 12.80600
C 38.11200 15.00700 15.17100
H 45.47500 18.93400 14.71400
H 35.94600 20.94800 13.90400
H 41.04300 14.43700 18.41400
C 42.49600 22.51300 13.68500
H 42.68500 17.78600 14.64500
C 41.18900 24.68000 14.41500
H 39.76200 19.49300 15.96700
H 40.69000 22.30700 19.19700
H 43.31300 18.23800 10.99100
H 40.21500 25.17000 14.65100
H 39.49000 12.53100 21.11800
H 36.58700 19.18000 16.48900
H 38.27900 13.19000 13.84400
H 44.67400 21.38500 14.89500
H 41.18900 19.85500 15.06200
H 45.70800 20.26700 17.62700
H 46.05300 14.27100 16.98700



The following is a DFT calculation (ωB97M-V/def2-TZVPD) of 2 unconnected molecules or ions with the total composition C8H16N2.

Properties
Molar mass in g mol⁻¹: 140.230
Energy relative to the best compared isomer or geometry (same formula, charge and spin) in eV: 0.3051
SMILES string: CCc1c[nH]cn1.CCC

CARTESIAN COORDINATES (ANGSTROEM)
H -0.82190 -1.72126 -1.79402
H 1.13678 2.62633 1.52101
H 0.34784 0.34780 -3.01812
C 1.16659 -1.62466 -2.61857
C 0.64328 -0.54773 -3.57756
H 1.62687 2.23357 -0.09006
H -2.99362 1.26776 4.05062
C -1.14702 0.24069 3.97747
H -0.25104 -0.88509 -4.10534
C 0.00383 -2.40176 -1.99818
C -0.67019 0.80309 1.97258
H -2.36513 2.14829 1.67469
H 2.28254 1.31402 1.23250
C 1.36508 1.78178 0.86841
H 1.72200 -1.13282 -1.81531
N -2.13918 1.06950 3.56153
H -0.44480 1.20378 -0.13092
H 0.28911 -2.90118 -1.06387
N -0.24290 0.05526 3.05454
H 0.47130 -0.15916 0.48627
C 0.14259 0.85636 0.72238
H -1.13132 -0.21165 4.95719
H -0.35161 -3.23047 -2.61201
C -1.85135 1.41512 2.27074
H 1.37579 -0.26345 -4.33959
H 1.83646 -2.28414 -3.18636



The following is a DFT calculation (ωB97M-V/def2-TZVPD) of a gas-phase ion, CH6NS2 (charge +1) in a non-equilibrium geometry.

Properties
Molar mass in g mol⁻¹: 96.200
Energy relative to the best compared isomer or geometry (same formula, charge and spin) in eV: 0.0000
SMILES string: [NH3+]CSS
Charge: +1

CARTESIAN COORDINATES (ANGSTROEM)
H 0.89699 1.31459 -0.51843
H 0.49046 -1.45549 0.43175
H 0.05670 0.68591 0.92844
H -2.71174 0.83024 0.58276
S -1.01234 -0.45237 -1.34380
S -2.08939 -0.37271 0.51716
C 0.51554 -0.68676 -0.34816
H 1.22512 -0.92132 -1.13576
H 1.77376 0.44468 0.67234
N 0.85489 0.61322 0.21371



The following is a DFT calculation (ωB97M-V/def2-TZVPD) of a molecular structure, CHNO5 in a non-equilibrium geometry.

Properties
Molar mass in g mol⁻¹: 107.021
Energy relative to the best compared isomer or geometry (same formula, charge and spin) in eV: 4.7587

CARTESIAN COORDINATES (ANGSTROEM)
O 1.12187 -0.70852 0.11893
O -0.07343 1.37479 -0.72066
C -0.29377 0.43051 -0.10107
H 2.54938 0.23086 0.09197
O 2.12892 -0.20451 -0.65244
O -2.12438 -0.54501 -0.63363
O -1.80039 -0.32537 1.52713
N -1.50820 -0.25274 0.36978



The following is a DFT calculation (ωB97M-V/def2-TZVPD) of 3 unconnected molecules or ions with the total composition C38H79BClF3O13PSSi4.

Properties
Molar mass in g mol⁻¹: 1022.681
Calculated total energy in Ha: -5156.20736
Charge: -1

CARTESIAN COORDINATES (ANGSTROEM)
C 2.34803 -4.80827 -0.32604
C -8.53275 6.26278 -8.81776
O 2.36307 -0.72683 4.79604
H -6.87724 1.08073 -8.27580
H -1.05027 0.62476 -7.30828
H 5.45722 -1.29690 5.15224
H 3.19725 -0.03332 2.18296
O -0.43765 -4.63538 2.44262
O 2.38337 -3.69629 0.53694
O 2.82768 -2.40231 3.19935
C 0.21387 0.03778 3.91972
B 3.34324 -1.84850 4.50761
H -2.65789 1.08567 -6.74005
H -0.97122 -3.43093 -6.15268
H 2.59187 1.39283 5.90338
H -9.56003 5.01961 -6.07709
H 1.89783 1.12113 2.04265
H 0.22856 2.04939 4.72095
H 5.76755 -4.48052 3.86505
C 0.67110 -4.19646 3.23902
H -9.59129 6.48635 -8.66729
H -4.50608 2.15909 -5.85259
H 4.75260 1.60594 1.81282
Si -8.13942 4.60912 -8.05417
H 2.73230 3.45104 8.07981
H -0.50513 -2.45992 3.17248
C 5.19333 3.05514 5.82358
H 1.60726 -4.35572 2.70519
H -3.41893 4.50722 -8.16771
C 0.73577 -5.11514 4.47026
Cl 5.80497 -4.55609 8.43271
O -1.59072 2.83388 6.26582
H -3.05895 2.79208 -8.39161
C -0.05072 1.44392 -4.33573
H 7.24188 3.59252 6.12846
H -3.80630 3.71521 -9.69907
H -9.08731 2.33090 -8.37054
C 6.24918 3.55927 6.55783
C 1.25153 -2.85498 0.46283
C 1.04389 -1.37939 -3.96689
C -2.07727 0.27541 -7.18524
O 5.28875 -3.94888 3.22299
H -0.01299 -0.33232 4.92319
H -0.93477 2.08529 -4.31524
C 2.71021 2.44822 5.63821
H -2.48353 0.06800 -8.17851
H -5.18189 0.73326 -8.62160
H 2.87912 -6.88313 0.04860
H 5.37930 2.69001 4.82460
H 2.17898 -1.04457 0.99137
H 1.18662 -2.44952 -0.56010
C 3.24879 -2.76910 5.85622
H 5.01746 -0.42648 3.70114
H -8.91809 3.16533 -9.91742
H -0.00828 -2.17963 -6.94305
C 2.19309 -6.13005 0.43807
H 2.40826 -5.97938 1.49357
C -5.31881 2.84767 -6.09277
F 2.02166 -5.32828 4.85681
H 2.28614 -3.28131 5.90307
H 0.33018 -3.41512 0.64050
Si -0.44941 -0.28127 -3.72929
H 1.41079 -1.34516 -4.99518
H -8.44599 3.68628 -5.76372
C 0.48801 -2.71080 3.55021
H 0.80765 -2.41872 -3.72834
H 7.92172 -2.90301 3.29596
H 1.85602 -1.06047 -3.31019
C -0.18677 1.51013 3.88789
C 3.40076 1.59296 3.50000
H 3.65771 -3.64765 8.24677
C 4.33295 -3.79220 6.18391
H 0.44617 -1.09343 1.23729
H -2.17311 0.73171 4.37896
H -6.16420 1.60875 -9.80402
H 6.88218 4.41371 8.41472
O 6.07291 -2.00227 1.76063
H -1.38494 -2.89639 -7.78647
Si -2.16360 -1.25587 -6.11213
H 3.27706 -4.81284 -0.90031
H 3.23336 -2.03911 6.67812
H 3.60323 2.94119 1.84538
C 1.37597 -1.65834 1.39112
H -4.19510 -2.14196 -7.16237
F 0.07033 -4.63204 5.54952
H 1.18760 -6.54408 0.32354
H 0.48197 -2.50768 4.61905
C 4.25245 2.31907 2.46819
C -3.91281 -1.89930 -6.13506
C 3.91237 3.01132 6.35925
H 4.97684 2.97962 2.94158
H 0.33485 1.43278 -5.35751
C -1.72576 1.63079 3.95053
C -9.19445 3.29631 -8.86905
O -1.73478 -0.88572 -4.57163
C -8.53615 4.67028 -6.22770
C 1.66623 -0.41522 3.61795
C -0.87001 -0.21191 -1.91997
S -2.28134 2.90763 5.01384
C -3.78075 3.57985 -8.61593
H -2.34354 4.88517 4.28648
H -1.72722 0.43397 -1.71989
H -4.01627 -2.80429 -5.53366
H 3.73432 -5.31117 7.64179
H -6.23979 2.43241 -5.67815
H -0.13782 -5.37587 1.90691
H -2.15735 1.81163 2.96799
H 1.83831 2.98426 6.02035
C 3.72639 3.47842 7.64858
H 0.71055 1.89679 -3.69697
H 0.14785 2.00093 2.97757
H -4.61994 -1.15868 -5.75549
O -6.54505 4.27236 -8.27946
C -1.02238 -2.56185 -6.81173
C 4.21072 -4.33540 7.61102
O 2.69866 2.60450 4.23390
O 7.27349 -2.61714 3.95310
H 1.52933 -4.69948 -1.04809
F 0.21202 -6.34234 4.21052
H -0.45591 -0.47285 3.22220
C 4.92023 -1.38474 4.20157
H -1.09049 -1.20567 -1.52469
H -5.12033 3.79447 -5.58603
H -7.95029 7.06549 -8.36180
C 1.59297 -1.83245 2.89909
O -1.72023 4.15179 4.18491
H -8.33442 6.26861 -9.89115
H 5.33320 -3.36866 6.07743
H 4.60141 4.32018 9.40031
Si -5.44627 3.09057 -7.94304
C 2.50666 0.57467 2.76988
H -10.24898 3.57816 -8.82883
C 6.05311 4.01869 7.84208
H -7.86521 5.35283 -5.70204
C -5.97143 1.48006 -8.73674
H -0.01258 0.18369 -1.37007
H 4.04950 1.06908 4.19465
P 5.86136 -2.44679 3.15388
O -3.71532 3.00128 4.99531
C 4.78212 3.97180 8.39186
H 4.25431 -4.64622 5.50949